{
  "formula": "C19H29N7PtS",
  "method": "ωB97M-V/def2-TZVPD",
  "homo_lumo_gap_ev": 6.72,
  "e_above_lowest_kcal_mol": 15.71,
  "charge": 2,
  "energy_ev": -44672.0935,
  "elements": ["Pt", "C", "N", "C", "C", "N", "N", "C", "N", "N", "H", "H", "H", "H", "H", "H", "H", "H", "H", "H", "H", "C", "C", "C", "C", "C", "H", "H", "H", "H", "H", "H", "H", "H", "H", "H", "S", "C", "C", "C", "N", "C", "C", "C", "C", "C", "N", "C", "C", "H", "H", "H", "H", "H", "H", "H", "H"],
  "xyz": [[0.07571, -0.01467, -0.02687], [5.07552, -1.84060, 1.20721], [4.21435, -1.17238, 0.22332], [4.86823, -0.11286, -0.54422], [2.87453, -1.21879, 0.22947], [2.12241, -0.30564, -0.33636], [2.31512, -2.31306, 0.87437], [1.00620, -2.58019, 1.20915], [0.81742, -3.76389, 1.80727], [0.02151, -1.78229, 0.92243], [6.04880, -1.99722, 0.75137], [4.71637, -2.82260, 1.50160], [5.19306, -1.22623, 2.10086], [5.90129, -0.40002, -0.71492], [4.86029, 0.84136, -0.00920], [4.39274, -0.00461, -1.51785], [2.66514, 0.53051, -0.49208], [2.96962, -3.03361, 1.12412], [1.56493, -4.41709, 1.96643], [-0.10206, -4.05075, 2.09777], [-0.88418, -2.16318, 1.15865], [-0.56642, 2.19593, 2.29582], [-1.82071, 1.77955, 1.50243], [-3.01172, 1.58950, 2.45077], [-2.15473, 2.90360, 0.49487], [-1.54693, 0.49731, 0.78317], [-0.78197, 3.13734, 2.80245], [0.29455, 2.35401, 1.64508], [-0.30776, 1.45565, 3.05326], [-3.22192, 2.51901, 2.97958], [-2.80528, 0.82251, 3.19937], [-3.91175, 1.30706, 1.90210], [-2.35723, 3.79949, 1.08255], [-3.04932, 2.68499, -0.08913], [-1.32477, 3.11912, -0.17334], [-2.34641, -0.23795, 0.95444], [-0.44696, 4.04135, -5.29989], [-0.27944, 2.95667, -3.89902], [-1.38067, 2.32358, -3.33342], [-1.21481, 1.52626, -2.22460], [-0.01499, 1.31596, -1.64622], [1.05085, 1.91728, -2.20246], [0.95885, 2.73392, -3.30867], [-0.50499, 2.76914, -6.56069], [-1.71555, 2.22139, -6.95519], [-1.69528, 1.22828, -7.92627], [-0.58141, 0.78005, -8.49795], [0.56764, 1.33671, -8.12615], [0.66410, 2.33383, -7.16388], [-2.36943, 2.45724, -3.74989], [-2.05842, 1.02123, -1.78105], [2.01091, 1.73011, -1.75566], [1.85024, 3.19725, -3.70801], [-2.65228, 2.56703, -6.53923], [-2.62286, 0.77809, -8.26086], [1.46073, 0.97295, -8.62128], [1.62248, 2.76552, -6.90897]],
  "mulliken_charge": [0.4305, -0.9688, -0.0104, -1.1203, 0.6738, -0.6800, -0.0520, 0.7534, -0.3667, -0.4719, 0.3402, 0.3244, 0.3370, 0.2920, 0.3966, 0.4424, 0.2010, 0.1642, 0.1709, 0.2048, 0.1999, -1.6728, 2.2059, -1.9169, -1.6064, -0.8289, 0.4678, 0.3439, 0.3904, 0.4343, 0.4544, 0.4546, 0.5173, 0.4046, 0.3747, 0.5298, -0.0663, 0.1679, -0.7159, -0.3653, -0.2537, 0.1096, -0.5721, 0.3088, -0.1455, -0.4162, -0.5229, -0.3793, -0.1993, 0.4034, 0.6052, 0.1866, 0.4801, 0.4363, 0.3651, 0.3626, 0.3971]
}